Here is C19H22F3N4STl as an isolated structure from the OMol25 dataset. Energies are from ωB97M-V/def2-TZVPD.

Values from the calculation:
relative energy (zero: lowest compared OMol25 entry of this formula, charge and spin)	17.36	kJ/mol
net charge	+2
orbital gap	7.74	eV
total energy	-1825.9682	Eh
HOMO energy	-14.35	eV

Each line ends with the Löwdin charge.
CARTESIAN COORDINATES (ANGSTROEM)
C1 0.27 -0.19 -3.68  -0.141
N1 2.65 1.55 2.65  -0.165
C2 3.09 1.85 1.25  0.022
C3 3.70 0.77 3.38  0.028
F1 -5.40 0.34 -2.39  0.154
C4 0.98 -3.04 1.04  -0.030
H1 -6.47 0.49 1.02  0.140
C5 1.27 0.91 2.70  -0.074
H2 3.40 -0.49 -4.31  0.136
C6 -3.28 -0.04 1.95  -0.098
H3 1.01 0.88 3.76  0.147
H4 0.69 -1.88 -5.98  0.104
F2 -6.84 1.36 -1.13  0.173
H5 0.48 -0.17 -6.45  0.104
C7 -4.66 0.01 2.07  -0.011
N2 -2.65 0.33 0.83  -0.047
C8 -3.36 0.77 -0.22  -0.622
N3 1.27 -0.47 -4.53  -0.100
F3 -5.12 2.42 -1.88  0.138
H6 3.84 -0.18 2.87  0.107
C9 2.11 0.03 -2.57  -0.123
Tl1 -0.41 0.65 -0.47  0.966
H7 -5.14 -0.30 2.98  0.123
H8 3.17 0.90 0.72  0.098
C10 -4.75 0.83 -0.19  -0.098
H9 0.60 1.61 2.20  0.116
H10 0.89 -4.04 0.64  0.127
H11 1.90 -1.43 3.86  0.124
H12 -0.77 -0.22 -3.96  0.140
C11 1.55 -1.57 2.84  -0.030
N4 0.74 0.11 -2.48  -0.077
C12 1.18 -0.45 2.08  -0.266
C13 0.67 -0.66 0.80  -0.260
H13 4.05 2.35 1.29  0.118
H14 -2.65 -0.39 2.76  0.120
H15 2.35 2.49 0.78  0.107
C14 -5.54 1.25 -1.41  -0.615
H16 4.62 1.35 3.37  0.116
H17 3.37 0.61 4.40  0.116
H18 2.56 2.45 3.13  0.188
C15 1.12 -0.88 -5.93  0.028
C16 0.57 -1.95 0.28  -0.109
S1 -2.38 1.26 -1.63  0.708
H19 0.18 -2.13 -0.72  0.103
H20 2.76 0.23 -1.74  0.097
C17 2.45 -0.33 -3.84  -0.024
C18 -5.39 0.44 0.97  0.045
C19 1.46 -2.85 2.32  -0.028
H21 2.10 -0.88 -6.39  0.100
H22 1.75 -3.70 2.93  0.126

=====

Here is a 2-piece molecular cluster, C3H10NO2 overall from the OMol25 dataset. Energies are from ωB97M-V/def2-TZVPD.

Values from the calculation:
relative energy (zero: lowest compared OMol25 entry of this formula, charge and spin)	25.29	kJ/mol
net charge	+1
orbital gap	12.22	eV
total energy	-325.3079	Eh
HOMO energy	-15.23	eV

Each line ends with the Löwdin charge.
CARTESIAN COORDINATES (ANGSTROEM)
H1 0.13 2.37 -1.80  0.155
O1 0.16 1.14 -0.23  0.012
H2 1.57 2.77 0.60  0.147
H3 0.83 -1.11 1.66  0.099
N1 -0.76 -1.36 0.35  -0.073
C1 0.52 2.16 -0.81  -0.340
C2 -1.44 -2.31 -0.54  0.002
C3 0.30 -1.95 1.24  0.017
H4 -2.14 -1.79 -1.18  0.107
H5 -0.27 -0.63 -0.18  0.105
H6 -0.66 -2.81 -1.12  0.110
H7 -0.18 -2.56 2.00  0.110
O2 1.33 3.04 -0.30  0.153
H8 -1.37 -0.81 0.96  0.181
H9 0.95 -2.56 0.60  0.109
H10 -1.91 -3.09 0.04  0.106

=====

Here is one molecule with the formula C4H6N2O from the OMol25 dataset. Energies are from ωB97M-V/def2-TZVPD.

Values from the calculation:
relative energy (zero: lowest compared OMol25 entry of this formula, charge and spin)	160.65	kJ/mol
orbital gap	9.26	eV
total energy	-340.7337	Eh
structure (SMILES)	NC1=C[C@@H](O)N=C1
HOMO energy	-8.63	eV

Each line ends with the Löwdin charge.
CARTESIAN COORDINATES (ANGSTROEM)
N1 -0.06 1.61 0.52  0.108
C1 -0.93 0.52 0.99  -0.443
H1 1.07 1.80 -1.21  0.113
C2 0.37 -0.31 -0.71  -0.330
H2 1.76 -0.53 -2.17  0.087
C3 -0.45 -0.72 0.27  0.014
O1 -1.21 0.43 2.35  0.003
N2 0.97 -1.00 -1.75  0.097
H3 -1.86 0.88 0.53  0.158
H4 1.16 -1.97 -1.56  0.095
H5 -0.55 -0.12 2.78  0.096
H6 -0.81 -1.73 0.46  0.111
C4 0.53 1.15 -0.51  -0.110

=====

Here is one molecule with the formula C4H14N4 from the OMol25 dataset. Energies are from ωB97M-V/def2-TZVPD.

Values from the calculation:
relative energy (zero: lowest compared OMol25 entry of this formula, charge and spin)	202.43	kJ/mol
orbital gap	9.34	eV
total energy	-379.7567	Eh
structure (SMILES)	CCN(C)C(N)(N)N
HOMO energy	-8.25	eV

Each line ends with the Löwdin charge.
CARTESIAN COORDINATES (ANGSTROEM)
N1 1.49 -0.12 -1.37  0.097
H1 -2.19 -1.37 1.18  0.064
H2 1.88 -2.05 0.41  0.089
N2 0.95 -1.65 0.37  0.102
H3 -1.22 2.17 0.04  0.079
H4 1.96 0.29 1.93  0.018
C1 -2.50 -0.70 0.38  -0.118
H5 -0.98 -1.37 -0.99  0.082
H6 0.49 2.42 0.43  0.063
H7 2.46 0.16 -1.35  0.077
H8 -2.86 0.23 0.83  0.067
H9 2.16 1.61 1.00  0.000
H10 -1.64 0.21 -1.40  0.092
H11 -3.34 -1.16 -0.14  0.071
C2 -0.21 1.81 -0.14  -0.120
C3 -1.36 -0.45 -0.57  -0.155
H12 0.50 -1.73 1.28  0.086
H13 1.37 -0.95 -1.94  0.080
N3 2.15 0.60 0.98  0.023
H14 0.02 1.92 -1.21  0.076
N4 -0.13 0.43 0.31  -0.111
C4 0.99 -0.30 -0.05  -0.663

=====

Here is a 2-piece molecular cluster, CH4NS overall from the OMol25 dataset. Energies are from ωB97M-V/def2-TZVPD.

Values from the calculation:
relative energy (zero: lowest compared OMol25 entry of this formula, charge and spin)	10.56	kJ/mol
net charge	-1
orbital gap	7.20	eV
total energy	-493.4492	Eh
HOMO energy	-2.69	eV

Each line ends with the Löwdin charge.
CARTESIAN COORDINATES (ANGSTROEM)
H1 0.05 0.28 -0.09  -0.046
C1 0.10 -0.34 -1.00  -0.168
H2 -0.17 0.19 -1.89  0.042
H3 0.65 -1.87 -0.08  0.015
S1 -1.00 1.96 1.67  -0.337
H4 -0.08 1.34 2.42  -0.484
N1 0.45 -1.56 -1.03  -0.022

=====

Here is C9H16Cl2N2O2PPd as an isolated structure from the OMol25 dataset. Energies are from ωB97M-V/def2-TZVPD.

Values from the calculation:
relative energy (zero: lowest compared OMol25 entry of this formula, charge and spin)	0.00	kJ/mol
2S+1	5
net charge	+3
orbital gap (alpha / beta)	9.04 / 4.21	eV
total energy	-2000.8669	Eh
HOMO energy (alpha / beta)	-19.77 / -19.69	eV

Each line ends with the Löwdin charge.
CARTESIAN COORDINATES (ANGSTROEM)
H1 -2.26 0.88 -2.94  0.070
Cl1 2.38 -2.78 -0.01  0.789
O1 -3.30 0.62 0.18  0.215
C1 0.81 -3.28 -0.43  -0.876
O2 -0.14 -2.66 0.05  -0.055
Cl2 -0.41 3.77 0.72  0.356
C2 -2.23 1.09 0.17  -0.127
H2 1.35 -0.76 -2.39  0.047
H3 1.26 2.44 -3.63  0.095
N1 0.42 -0.85 2.34  0.113
Pd1 -0.33 1.47 0.33  0.587
H4 -1.36 1.60 3.42  0.160
C3 -1.50 1.67 -3.00  -0.214
H5 0.91 -3.81 -2.51  0.106
H6 0.43 -2.35 3.86  0.180
H7 1.36 -5.12 -1.42  0.110
C4 -0.69 -0.45 4.18  0.176
H8 0.69 -0.12 -3.93  0.097
C5 -0.83 0.64 3.31  0.015
H9 1.10 3.29 -2.02  0.042
C6 0.68 -4.27 -1.54  -0.042
N2 -0.16 0.36 2.19  -0.029
H10 1.00 -1.26 1.62  0.109
P1 -0.06 1.20 -2.00  0.791
H11 -0.38 -4.60 -1.53  0.115
H12 -1.21 1.82 -4.05  0.095
C7 0.11 -1.38 3.54  0.131
C8 1.26 2.33 -2.54  -0.219
H13 -1.91 2.60 -2.61  0.065
H14 -1.14 -0.51 5.14  0.159
H15 2.22 1.91 -2.20  0.072
H16 -0.35 -1.09 -2.85  0.066
C9 0.46 -0.34 -2.88  -0.202